(1)
ORCA calculation (wB97M-V/def2-TZVPD) on a 2-piece molecular cluster, C5H13O2 overall in a non-equilibrium geometry.

XYZ file:
```
20
Properties=species:S:1:pos:R:3
H 0.92 -2.57 -0.53
H 1.55 -1.58 -2.49
C 0.47 -1.60 -0.80
H -1.45 -0.50 1.91
H 0.60 -1.65 1.28
H 2.97 -1.04 -0.65
O -1.83 2.75 1.79
H 0.84 0.00 0.70
H 0.77 -0.08 -2.56
H -0.56 -1.68 -1.17
H -1.87 2.02 1.08
C -1.21 -0.45 0.81
H -1.17 2.54 2.44
H 2.32 0.64 -0.39
C 2.55 -0.12 -1.15
O -1.53 0.75 0.31
H -1.66 -1.44 0.41
C 1.30 -0.73 -1.82
H 3.33 0.31 -1.77
C 0.23 -0.90 0.55
```

Summary:
- HOMO-LUMO gap: 6.91 eV
- Net charge: -1
- Relative energy (zero: lowest compared OMol25 entry of this formula, charge and spin): 1.347 eV
- E_HOMO: -3.1 eV

---

(2)
ORCA calculation (wB97M-V/def2-TZVPD) on C5H14N2O as an isolated structure in a non-equilibrium geometry.

XYZ file:
```
22
Properties=species:S:1:pos:R:3
H 0.52 -2.11 1.19
H 1.14 1.51 3.18
C 0.12 1.13 1.42
H 2.00 -1.13 1.50
H -1.70 0.77 -1.14
C 1.43 -1.63 0.63
H -0.15 2.19 1.20
H 1.92 1.05 0.28
O -1.80 1.94 -0.63
N 0.86 -0.67 -0.30
H -2.67 2.35 -0.76
H -0.85 0.64 1.29
H -0.77 0.35 -2.58
H -1.98 -0.98 -2.29
C 0.88 0.70 0.11
C -1.16 -0.36 -1.84
H 0.31 -1.97 -1.77
N 0.81 0.69 2.60
C -0.27 -1.31 -1.07
H 1.93 -2.49 0.04
H 0.42 1.26 -0.71
H -0.98 -1.96 -0.37
```

Summary:
- HOMO-LUMO gap: 3.59 eV
- Relative energy (zero: lowest compared OMol25 entry of this formula, charge and spin): 9.695 eV
- E_HOMO: -7.0 eV

---

(3)
ORCA calculation (wB97M-V/def2-TZVPD) on a single C3H6N3PS molecule in a non-equilibrium geometry.

XYZ file:
```
14
Properties=species:S:1:pos:R:3
C 2.10 1.29 -0.54
H -2.52 -1.87 1.05
S -2.60 1.18 0.29
N 0.35 -1.13 -0.13
C -1.78 -1.45 0.49
N -1.65 -0.14 0.18
H -0.17 2.06 0.46
H 2.36 1.85 0.38
P 0.26 1.59 -0.81
N -0.35 -0.01 -0.16
H -0.23 -3.03 0.40
H 2.63 1.45 -1.50
C -0.54 -2.05 0.33
H 2.13 0.26 -0.43
```

Summary:
- SMILES: CPn1ncc[n+]1[S-]
- HOMO-LUMO gap (spin up / spin down): 8.39 / 8.39 eV
- Relative energy (zero: lowest compared OMol25 entry of this formula, charge and spin): 0.077 eV
- E_HOMO (spin up / spin down): -7.9 / -7.9 eV

---

(4)
ORCA calculation (wB97M-V/def2-TZVPD) on C10H12FO15Pb2Zn as an isolated structure in a non-equilibrium geometry.

XYZ file:
```
41
Properties=species:S:1:pos:R:3
O -5.51 -1.97 1.57
O 6.11 4.80 2.46
O -0.64 4.76 -1.20
F 3.54 -1.49 -4.62
O 0.53 -0.56 1.51
H -6.43 -3.41 0.36
C 0.86 0.34 2.50
O 0.01 0.87 3.22
O -1.10 2.79 -2.13
Pb 6.17 0.78 3.21
O 4.92 6.10 1.13
O 3.67 -2.09 -2.49
H 1.46 -0.56 1.28
C -4.63 -1.10 1.18
H -2.80 -3.73 0.62
C -5.45 -3.15 0.76
H 2.20 -2.71 -3.84
O 2.03 0.64 2.68
Pb 0.87 2.84 6.43
H -4.91 -2.50 -1.19
C 5.28 4.91 1.52
H 4.34 4.28 0.31
O -1.60 3.19 0.02
H 1.14 -1.05 -2.37
O -4.36 -0.08 1.74
H -3.39 -4.73 -0.71
O 4.63 -0.92 -0.87
Zn -2.99 3.34 2.95
O -3.83 -1.56 0.27
C 1.99 -0.75 -2.99
H 1.54 -0.12 -3.76
H -5.04 -3.85 1.48
C 3.85 -0.98 -1.81
C -4.47 -2.78 -0.24
H -2.55 -3.29 -1.05
C 2.84 -1.88 -3.57
C -3.28 -3.70 -0.35
C -1.10 3.57 -1.07
O 2.94 -0.06 -2.20
H -1.58 2.04 -1.77
O 4.75 3.78 1.03
```

Summary:
- HOMO-LUMO gap: 1.92 eV
- Net charge: +3
- E_HOMO: -15.5 eV

---

(5)
ORCA calculation (wB97M-V/def2-TZVPD) on a 2-piece molecular cluster, C6H10O overall in a non-equilibrium geometry.

XYZ file:
```
17
Properties=species:S:1:pos:R:3
H 2.02 0.57 1.40
H -0.16 -0.62 -2.31
C 0.52 -0.05 -0.20
C 1.85 0.21 0.44
H 1.38 -1.93 -0.30
H 0.88 -1.56 1.34
C 0.07 0.25 -1.57
H -1.49 -1.17 0.44
H -2.09 2.23 -0.80
H -1.87 1.97 0.92
H 0.63 1.05 -2.07
H -1.42 -1.09 1.82
C -1.50 1.70 -0.10
C 1.23 -1.14 0.40
O -2.04 -1.17 1.19
C -0.69 0.69 -0.41
H 2.68 0.08 -0.18
```

Summary:
- SMILES: C=C1CC12CC2.O
- HOMO-LUMO gap: 10.30 eV
- Relative energy (zero: lowest compared OMol25 entry of this formula, charge and spin): 4.148 eV
- E_HOMO: -9.4 eV

---

(6)
ORCA calculation (wB97M-V/def2-TZVPD) on C20H12B2F20MoNO2 as an isolated structure in a non-equilibrium geometry.

XYZ file:
```
58
Properties=species:S:1:pos:R:3
C 1.00 3.85 1.79
C 0.03 3.51 -0.76
C -2.93 -2.50 -0.77
C -4.21 0.16 -1.25
F 0.33 2.63 4.42
F 0.08 0.47 4.43
C 0.58 4.72 -0.38
C -0.05 1.58 3.70
C -6.05 1.32 -2.51
C -0.10 2.46 0.15
F 0.91 0.88 -2.81
F 3.44 -1.00 -2.18
O 0.37 0.23 1.78
B 0.18 0.01 -3.49
F 2.65 0.01 2.71
F -2.78 -2.35 -2.08
C 0.51 2.61 1.42
B 3.80 -0.87 -0.93
F -0.92 -0.41 -2.88
F 0.46 -0.31 -4.72
F 4.85 -0.15 -0.60
H -6.00 0.64 -3.37
F 0.83 -1.32 -1.30
C 1.03 4.93 0.92
H -4.40 3.44 -1.94
H -2.21 3.39 -0.92
F 3.11 -1.50 0.02
H -4.82 -0.74 -1.28
C -2.54 -1.19 -0.02
C -3.99 2.49 -1.63
F -2.11 -3.48 -0.37
C 0.76 1.44 2.37
C -2.13 1.27 -0.65
H 2.67 6.29 1.04
F -4.18 -2.87 -0.51
H 0.67 5.51 -1.12
C 1.61 6.24 1.33
F -1.34 1.74 3.39
F 3.06 1.89 1.76
C -2.73 2.46 -1.06
C -4.74 1.33 -1.79
H 1.55 6.39 2.41
Mo 0.32 -0.31 0.10
F -2.89 -2.36 2.04
H -6.31 2.31 -2.87
C -3.14 -1.21 1.43
F -2.53 -0.23 2.12
C 2.31 1.30 2.69
H 1.44 3.98 2.78
H -6.84 0.96 -1.85
O -1.16 -1.18 0.14
N -0.78 1.25 -0.21
H 1.11 7.07 0.83
C -2.95 0.11 -0.70
F 2.64 1.84 3.87
F 1.77 0.67 -0.24
H -0.29 3.36 -1.78
F -4.44 -0.97 1.44
```

Summary:
- HOMO-LUMO gap (spin up / spin down): 6.82 / 6.05 eV
- Net charge: +1
- E_HOMO (spin up / spin down): -12.4 / -12.4 eV

---

(7)
ORCA calculation (wB97M-V/def2-TZVPD) on CH4AlN2O as an isolated structure in a non-equilibrium geometry.

XYZ file:
```
9
Properties=species:S:1:pos:R:3
N -0.60 -0.38 -0.97
H -1.20 0.40 -1.19
H -0.74 -1.32 -1.34
H 1.02 1.46 0.91
H -0.49 1.78 -0.01
N 0.28 1.19 0.28
O 0.74 -0.90 0.67
Al 0.84 -2.15 1.62
C 0.16 -0.09 0.03
```

Summary:
- HOMO-LUMO gap: 3.73 eV
- Net charge: +3
- Relative energy (zero: lowest compared OMol25 entry of this formula, charge and spin): 0.650 eV
- E_HOMO: -25.2 eV

---

(8)
ORCA calculation (wB97M-V/def2-TZVPD) on a single C6H12BrF molecule in a non-equilibrium geometry.

XYZ file:
```
20
Properties=species:S:1:pos:R:3
C -1.74 -0.37 -0.49
C 0.73 -1.48 1.05
H -2.60 0.26 -0.58
H -0.32 2.06 -1.11
H 1.23 0.48 -1.65
H -2.09 -1.22 -0.03
F -1.02 0.49 1.64
H 0.27 -1.35 2.04
H 2.44 -0.43 -0.90
H 1.72 -1.91 1.14
H 1.05 -1.49 -1.38
H -1.60 2.36 0.13
C -0.66 0.51 0.20
C 0.82 -0.15 0.30
H 0.12 2.49 0.57
H 0.10 -2.11 0.41
C 1.40 -0.45 -1.07
H -1.26 -0.59 -1.47
C -0.59 1.99 -0.11
Br 2.01 0.91 1.30
```

Summary:
- SMILES: CC(C)(F)C(C)(C)Br
- HOMO-LUMO gap: 10.76 eV
- Relative energy (zero: lowest compared OMol25 entry of this formula, charge and spin): 0.000 eV
- E_HOMO: -10.0 eV

---

(9)
ORCA calculation (wB97M-V/def2-TZVPD) on C7H7CdN2O6 as an isolated structure in a non-equilibrium geometry.

XYZ file:
```
23
Properties=species:S:1:pos:R:3
H 2.21 1.48 4.91
O -0.17 3.60 -0.31
H -1.25 -0.08 -1.69
O 3.17 0.01 -1.91
N 1.43 -0.21 4.01
O -3.22 -0.02 1.06
C 0.74 -0.49 2.89
Cd -0.03 -0.05 -0.43
H 1.18 -0.75 4.84
C 2.48 0.77 4.12
H 2.64 1.27 3.17
H 3.39 0.26 4.46
N -0.21 -1.44 3.08
C -0.14 2.46 -0.43
C 0.52 0.02 -4.05
C -0.10 -2.49 -0.40
C 2.10 -0.01 -1.51
O 0.96 0.03 -5.11
H -0.74 -1.79 2.30
O -0.13 -3.62 -0.27
H -0.25 -1.86 4.01
O 0.94 0.09 1.78
C -2.28 -0.01 0.42
```

Summary:
- HOMO-LUMO gap: 8.11 eV
- Net charge: +1
- Relative energy (zero: lowest compared OMol25 entry of this formula, charge and spin): 0.000 eV
- E_HOMO: -11.7 eV

---

(10)
ORCA calculation (wB97M-V/def2-TZVPD) on a 2-piece molecular cluster, C4H14NOSi overall in a non-equilibrium geometry.

XYZ file:
```
21
Properties=species:S:1:pos:R:3
N 1.00 -1.72 2.79
H 0.70 1.14 -3.13
O 0.94 -1.70 -0.81
H 1.42 -1.99 3.63
H -1.01 1.29 -3.22
H -2.44 1.42 -1.53
C 1.04 -0.42 -0.52
C 0.69 -0.25 2.44
H -2.46 -0.32 -1.41
H 0.17 -2.26 2.64
H -0.16 2.64 -2.67
H 1.60 -2.27 2.16
C -0.14 1.56 -2.68
H 1.46 0.44 2.76
H 0.21 -1.91 -1.29
Si -0.18 1.05 -0.87
H 0.27 2.00 0.15
H -0.29 0.13 2.69
H 2.03 -0.20 -0.19
C -2.12 0.64 -0.92
H -2.73 0.71 -0.03
```

Summary:
- HOMO-LUMO gap (spin up / spin down): 8.66 / 6.53 eV
- Net charge: +1
- Relative energy (zero: lowest compared OMol25 entry of this formula, charge and spin): 5.107 eV
- E_HOMO (spin up / spin down): -12.6 / -11.3 eV

---

(11)
ORCA calculation (wB97M-V/def2-TZVPD) on a 3-piece molecular cluster, C18H32Br4NO10PS overall in a non-equilibrium geometry.

XYZ file:
```
67
Properties=species:S:1:pos:R:3
H 0.40 5.23 0.80
C -3.01 -5.56 -5.06
H 3.42 -2.54 0.32
C -0.42 4.76 1.33
C 0.13 -0.11 6.45
C 0.38 -1.60 1.40
H -0.44 4.99 2.38
C -0.34 3.26 1.19
H -0.56 7.68 -1.25
H 1.44 0.20 0.76
O 3.64 0.42 -0.70
C -1.35 -0.77 -0.37
H -1.42 8.85 -2.28
H 1.69 -3.34 -2.95
C -0.86 0.57 -0.93
C -1.52 7.93 -1.70
H -3.11 6.95 -2.80
H -0.82 -3.84 3.35
H -2.44 -0.75 -0.45
H 4.43 0.60 -0.19
H -1.11 -0.09 1.63
H -2.02 -5.32 -3.17
C -1.47 1.78 -0.23
O -0.44 2.79 -0.08
H -1.49 6.75 -3.49
H -1.16 0.62 -1.97
C -2.06 6.82 -2.57
H -1.03 -1.57 -1.03
O 5.30 -1.23 -1.78
H 0.37 -2.81 5.09
C -1.03 -1.04 1.11
Br -1.87 5.09 -1.70
Br -0.37 -4.47 -4.81
H 5.62 -0.46 -2.26
C 2.67 -0.75 2.26
P 3.73 -0.96 -1.54
Br -3.63 -4.46 -6.54
O -0.34 -1.49 3.68
C 3.01 -2.36 -0.66
O -0.23 2.55 2.15
O 0.81 -2.59 0.48
H 1.20 -1.19 -1.03
O -0.44 0.53 7.26
C 1.33 -0.40 1.65
H 0.84 0.24 2.36
S 0.77 -3.31 -1.97
C 1.46 -2.18 -0.67
H 0.21 0.69 -0.92
H 1.22 -2.72 3.08
H -2.58 -3.79 -3.88
H -1.33 5.08 0.81
H -1.93 1.54 0.72
O 2.82 -0.95 3.43
C -2.16 -4.77 -4.10
H -3.92 -5.91 -4.56
Br -2.73 8.36 -0.25
H -2.49 -6.41 -5.49
O 3.07 -0.76 -2.82
H 3.27 -3.22 -1.26
N 0.76 -0.82 5.69
H -1.81 -1.65 1.51
C 0.27 -2.33 2.74
H -2.24 2.24 -0.84
H -1.03 -1.89 5.54
O -0.56 -3.45 2.51
H 3.57 -0.82 1.63
C -0.09 -1.83 5.00
```

Summary:
- SMILES: CC(=O)OCCCC[C@](CC=O)(O[C@H](S)CP(=O)(O)O)[C@H](O)OCN=C=O.BrCCBr.BrCCBr
- HOMO-LUMO gap: 9.14 eV
- E_HOMO: -9.0 eV

---

(12)
ORCA calculation (wB97M-V/def2-TZVPD) on C25H14BeCl5O2P as an isolated structure in a non-equilibrium geometry.

XYZ file:
```
48
Properties=species:S:1:pos:R:3
H 9.70 7.93 8.59
O 11.01 7.41 4.36
H 6.22 9.85 7.67
C 13.42 9.50 7.32
C 8.41 11.92 4.03
H 10.59 10.77 8.82
C 6.30 13.26 4.05
Cl 4.57 13.32 3.89
C 6.64 10.86 7.72
H 6.72 8.19 5.56
H 14.45 9.27 7.56
C 5.85 11.85 8.34
C 8.34 6.34 8.48
C 7.01 12.05 3.90
C 7.27 5.75 7.82
Cl 9.35 15.76 4.88
C 9.08 13.09 4.37
H 5.93 13.83 9.09
C 10.64 9.73 6.96
C 8.52 12.31 7.51
Cl 6.14 10.59 3.64
H 6.90 4.77 8.05
Cl 10.77 12.95 4.75
H 5.83 6.06 6.21
C 6.46 13.09 8.49
C 8.85 7.57 8.09
P 8.93 9.84 6.52
Be 9.13 10.33 4.37
C 12.82 8.97 6.14
H 8.75 5.88 9.35
C 12.61 10.14 8.27
H 9.55 12.50 7.27
O 10.17 9.40 3.90
C 11.43 9.11 5.98
C 8.44 14.30 4.46
H 8.22 14.28 8.23
C 10.84 8.57 4.67
Cl 6.28 15.95 4.25
H 13.10 10.42 9.20
C 11.23 10.25 8.10
C 8.24 8.24 7.02
C 7.07 14.42 4.25
C 7.76 13.33 8.08
C 7.20 7.68 6.33
C 7.99 11.07 7.37
H 13.38 8.46 5.39
H 4.85 11.63 8.70
C 6.70 6.46 6.74
```

Summary:
- HOMO-LUMO gap: 9.01 eV
- Relative energy (zero: lowest compared OMol25 entry of this formula, charge and spin): 0.432 eV
- E_HOMO: -9.0 eV